[1]
The following is a DFT calculation (wB97M-V/def2-TZVPD) of C19H19Cl2O2S5W as an isolated structure.

Spin multiplicity: 3
Orbital gap (alpha / beta) (eV): 6.471 / 6.589
Highest occupied orbital energy (alpha / beta) (eV): -9.9 / -10.6
F_max (Eh/bohr): 0.0042
Total charge: +1

XYZ file:
```
48
C19H19Cl2O2S5W wB97M-V/def2-TZVPD
W -0.12 -0.07 -0.51
Cl 6.20 -3.81 -1.07
Cl 4.46 1.16 0.03
S 0.95 1.94 0.65
S -2.08 -1.49 -0.57
S -2.10 1.18 0.50
S 0.41 -1.29 1.46
S -0.62 1.66 -2.36
O 1.87 0.14 -0.97
O 0.32 -1.70 -1.90
C -3.43 -2.58 1.55
C 5.13 -1.38 -0.56
C 3.65 -3.01 -1.51
C 1.30 3.02 -0.75
C -2.23 -2.03 1.11
C 2.83 -0.77 -0.97
C -1.26 -2.45 3.28
C -1.14 -1.96 1.98
C -2.45 -3.01 3.70
C 4.90 -2.67 -1.05
C -2.37 2.11 -2.18
C -3.11 1.58 -0.94
C 2.62 -2.06 -1.46
C 0.22 3.20 -1.81
C -0.27 2.82 1.64
C -3.54 -3.07 2.83
C 4.12 -0.44 -0.54
C -1.64 2.86 1.01
C 1.34 -2.39 -2.02
H -4.48 -3.50 3.16
H 1.60 3.99 -0.36
H 0.67 3.64 -2.70
H -0.41 -2.40 3.95
H 2.19 2.56 -1.18
H -3.86 2.30 -0.61
H -0.56 3.88 -1.48
H -3.63 0.65 -1.17
H -4.27 -2.62 0.87
H 0.11 3.82 1.85
H -1.67 3.53 0.15
H 3.47 -4.00 -1.91
H -2.39 3.21 1.72
H -2.41 3.20 -2.24
H -2.54 -3.40 4.71
H -2.87 1.74 -3.07
H 6.12 -1.11 -0.21
H 1.26 -3.30 -2.62
H -0.29 2.28 2.58
```

[2]
The following is a DFT calculation (wB97M-V/def2-TZVPD) of C44H34ClGeN4O2Pd as an isolated structure.

Orbital gap (eV): 6.683
Highest occupied orbital energy (eV): -4.3
F_max (Eh/bohr): 0.0168
Total charge: -1

XYZ file:
```
87
C44H34ClGeN4O2Pd wB97M-V/def2-TZVPD
Pd -1.26 0.47 0.95
Ge 1.70 -0.52 -0.31
Cl -0.68 -4.72 1.54
O -1.97 3.36 3.79
O -1.86 3.25 -2.35
N -0.73 0.13 2.97
N -2.24 2.00 1.92
N -2.19 1.66 -0.73
N -1.43 -0.19 -2.87
C 2.56 -0.95 -4.98
C -1.76 2.36 3.11
C 3.13 -1.70 1.92
C -3.20 2.49 -0.16
C 3.92 -2.56 -0.17
C 1.54 2.37 0.52
C 4.29 2.64 0.71
C -3.08 -1.96 -0.08
C -5.22 4.02 1.06
C 0.23 -0.90 4.91
C -0.22 -0.93 3.60
C 2.50 0.31 -4.39
C -4.30 -2.25 0.50
C -5.24 3.79 -0.31
C 3.05 -1.71 0.52
C -0.42 1.39 4.98
C -1.93 -2.70 0.19
C 4.03 -2.51 2.60
C -0.58 -0.47 -5.10
C 3.47 3.72 1.01
C -3.28 -4.08 1.68
C -0.34 0.89 -5.19
C 2.21 0.44 -3.04
C -1.77 2.09 -1.93
C -2.07 -3.76 1.08
C 0.17 0.30 5.60
C 4.87 -3.36 1.89
C -0.05 -1.08 0.35
C -0.62 -2.28 -0.41
C -4.40 -3.32 1.39
C -0.66 1.70 -4.12
C -3.21 2.70 1.22
C 4.82 -3.38 0.51
C -4.24 3.04 -0.91
C 2.10 3.58 0.91
C 3.73 1.43 0.33
C 2.30 -2.08 -4.21
C 2.35 1.26 0.23
C 1.96 -0.69 -2.25
C -4.20 3.48 1.82
C -1.11 -0.95 -3.92
C -0.90 1.26 3.69
C 2.00 -1.94 -2.86
C -1.22 1.12 -2.97
H -0.35 -1.15 -5.91
H -4.16 3.64 2.89
H 5.37 2.74 0.78
H -6.04 4.20 -0.93
H -0.76 -2.04 -1.45
H 0.10 1.32 -6.09
H 1.44 4.42 1.13
H 1.79 -2.83 -2.28
H 0.62 -1.80 5.35
H 4.07 -2.48 3.68
H -1.31 -2.02 -3.81
H -0.18 -1.87 3.06
H 2.50 -1.03 2.49
H 5.57 -4.00 2.42
H -3.33 -4.91 2.37
H 2.33 -3.06 -4.66
H 2.80 -1.05 -6.03
H 0.21 -1.47 1.33
H 3.91 4.67 1.31
H -5.16 -1.64 0.28
H 4.39 0.59 0.12
H 5.48 -4.02 -0.06
H 0.09 -3.12 -0.35
H -4.26 2.89 -1.98
H 0.47 2.31 0.43
H 0.55 0.38 6.61
H -5.35 -3.56 1.86
H -0.58 2.34 5.46
H -0.53 2.77 -4.13
H 3.91 -2.57 -1.25
H 2.68 1.19 -4.99
H -2.99 -1.12 -0.77
H -5.99 4.62 1.53
H 2.18 1.42 -2.59
```

[3]
The following is a DFT calculation (wB97M-V/def2-TZVPD) of a 2-piece molecular cluster, C6H12N2O3 overall in a non-equilibrium geometry.

Orbital gap (alpha / beta) (eV): 7.623 / 7.634
Highest occupied orbital energy (alpha / beta) (eV): -9.1 / -9.2
F_max (Eh/bohr): 0.0994

XYZ file:
```
23
C6H12N2O3 wB97M-V/def2-TZVPD
O -1.90 0.59 -1.45
O -1.04 -1.20 -2.41
O 2.40 0.21 -0.57
N -0.23 0.38 0.67
N 1.43 -1.20 -2.10
C -0.01 -0.29 -0.58
C -1.04 -0.30 -1.57
C 0.81 -0.02 1.63
C -1.52 0.02 1.23
C -0.13 1.82 0.36
C 1.45 -0.39 -1.06
H -1.45 0.32 2.24
H 1.76 0.18 1.15
H 2.18 -1.17 -2.83
H 0.54 -1.60 -2.58
H -0.58 -2.51 0.92
H -2.44 0.15 0.54
H -1.44 -1.06 1.21
H 0.73 0.70 2.40
H -0.81 1.90 -0.44
H 0.69 -1.06 1.98
H 0.94 2.01 0.05
H -0.36 2.51 1.22
```

[4]
The following is a DFT calculation (wB97M-V/def2-TZVPD) of a 3-piece molecular cluster, FH3OP2 overall in a non-equilibrium geometry.

Orbital gap (eV): 8.550
Highest occupied orbital energy (eV): -9.0
F_max (Eh/bohr): 0.0574

XYZ file:
```
7
FH3OP2 wB97M-V/def2-TZVPD
P 0.23 1.41 0.29
P 1.11 -0.39 0.46
F -0.41 1.23 -1.22
O 1.69 -0.30 1.93
H -2.41 -1.41 -2.08
H -1.78 -0.83 -2.09
H 1.58 0.29 2.70
```

[5]
The following is a DFT calculation (wB97M-V/def2-TZVPD) of an isolated ion of composition C4H5N4O6 and charge +1 in a non-equilibrium geometry.

Orbital gap (eV): 10.220
Highest occupied orbital energy (eV): -15.7
F_max (Eh/bohr): 0.0809
Total charge: +1

XYZ file:
```
19
C4H5N4O6 wB97M-V/def2-TZVPD
O 1.90 0.35 1.08
O 1.56 0.40 -2.58
O -0.09 2.69 0.10
O -0.55 -1.68 -1.49
O 1.81 -1.38 -0.23
O -0.32 1.39 -2.56
N 1.52 -0.29 0.16
N 0.55 0.77 -2.10
N -0.94 -1.14 0.84
N -0.38 1.02 1.64
C -0.03 1.57 0.37
C -0.77 -0.73 -0.57
C 0.35 0.38 -0.60
C -0.78 -0.26 1.80
H -0.33 1.77 2.45
H -1.68 0.00 -0.78
H -0.73 -0.55 2.82
H -1.30 -2.07 0.93
H 0.19 -2.23 -1.26
```

[6]
The following is a DFT calculation (wB97M-V/def2-TZVPD) of a 2-piece molecular cluster, C7H14N3O overall in a non-equilibrium geometry.

Spin multiplicity: 3
Orbital gap (alpha / beta) (eV): 4.450 / 7.512
Highest occupied orbital energy (alpha / beta) (eV): -7.8 / -13.4
F_max (Eh/bohr): 0.0771
Total charge: +1

XYZ file:
```
25
C7H14N3O wB97M-V/def2-TZVPD
O -0.87 -1.07 -0.48
N -0.89 0.75 -1.75
N -0.05 0.90 0.97
N 1.54 -0.08 2.19
C 1.04 -0.71 -1.65
C -2.18 0.71 -2.40
C 0.30 -0.20 2.93
C -0.57 0.84 2.29
C 1.16 0.42 1.01
C -0.26 -0.45 -1.52
C 2.05 -1.28 -2.21
H -0.30 1.24 -2.41
H -2.16 0.02 -3.29
H 1.95 -2.11 -2.82
H -0.48 1.83 2.67
H -2.49 1.77 -2.72
H 2.47 -0.40 2.42
H -2.87 0.39 -1.75
H 0.42 -0.05 4.05
H -0.14 -1.17 2.78
H -1.65 0.49 2.40
H -0.51 1.13 0.11
H 3.05 -1.03 -1.96
H 1.85 0.54 0.24
H -0.32 -1.80 -0.13
```

[7]
The following is a DFT calculation (wB97M-V/def2-TZVPD) of a single C7H12O molecule in a non-equilibrium geometry.

Orbital gap (eV): 9.445
Highest occupied orbital energy (eV): -8.5
F_max (Eh/bohr): 0.0358

XYZ file:
```
20
C7H12O wB97M-V/def2-TZVPD
O -2.49 0.00 -1.38
C -2.49 1.28 -0.73
C 3.25 -2.30 0.80
C 0.47 -0.17 -0.15
C -1.55 1.25 0.45
C -0.04 1.22 0.02
C 1.36 -0.73 0.67
C 2.01 -2.02 0.40
H 3.82 -1.55 1.34
H 1.41 -2.72 -0.17
H 0.13 -0.71 -1.02
H 1.63 -0.18 1.56
H -3.50 1.55 -0.44
H 3.71 -3.25 0.58
H -1.76 2.18 0.98
H -1.77 0.36 1.04
H 0.49 1.83 0.74
H -2.11 2.03 -1.43
H -2.55 0.15 -2.33
H -0.03 1.77 -0.92
```

[8]
The following is a DFT calculation (wB97M-V/def2-TZVPD) of a single C3H7NO molecule in a non-equilibrium geometry.

Orbital gap (eV): 10.195
Highest occupied orbital energy (eV): -9.4
F_max (Eh/bohr): 0.0869

XYZ file:
```
12
C3H7NO wB97M-V/def2-TZVPD
O -1.45 -0.48 1.84
N -0.11 -0.16 -0.01
C -0.03 0.39 -1.35
C 1.10 -0.02 0.86
C -1.35 -0.29 0.59
H -1.10 -0.10 -1.81
H -2.43 -0.56 0.00
H 0.06 1.52 -1.19
H 2.09 -0.53 0.27
H 0.87 -0.36 -1.99
H 1.40 1.03 0.98
H 0.97 -0.45 1.82
```